Entry 1:
A gas-phase ion, C19H15F4 (charge +1) in a non-equilibrium geometry. Source: the Open Molecules 2025 dataset; level of theory: the ωB97M-V functional and the def2-TZVPD basis.

The geometry in XYZ format:
```
38
Properties=species:S:1:pos:R:3:forces:R:3:nbo_charge:R:1
F -3.2343 2.9825 -1.8125 0.64 -1.73 0.24 -0.314
C -2.8856 1.6506 -1.6805 0.02 0.30 -0.50 0.435
C -3.8212 0.6893 -2.0895 0.42 -0.17 0.89 -0.328
C -3.4060 -0.6417 -1.9577 -0.16 -0.36 -0.29 0.431
F -4.3147 -1.6365 -2.3003 1.56 1.36 0.39 -0.316
C -2.1171 -0.9986 -1.4947 -0.90 -0.17 0.14 -0.286
C -1.2669 -0.0207 -0.9409 -0.69 -0.41 -1.54 0.010
C 0.0325 -0.4859 -0.2950 -0.43 -2.36 -2.59 -0.268
C 1.2733 -0.1175 -1.0876 0.64 -0.12 -1.18 0.008
C 2.2865 -1.0791 -1.2430 1.08 0.08 0.53 -0.314
C 3.5808 -0.6709 -1.6303 0.45 -0.20 -0.58 0.425
F 4.6234 -1.5891 -1.6370 -1.65 1.16 0.04 -0.317
C 3.8754 0.6428 -2.0487 -0.45 -0.26 0.88 -0.334
C 2.7840 1.5196 -2.0675 0.01 0.25 -0.68 0.440
F 3.0179 2.8186 -2.4999 -0.58 -1.90 0.58 -0.315
C 1.4687 1.1262 -1.7206 1.11 0.52 0.44 -0.306
C -1.6042 1.3175 -1.1903 -0.83 0.51 0.54 -0.328
H -4.8448 0.9547 -2.3738 0.55 -0.11 -0.05 0.270
H -1.7900 -2.0403 -1.6036 -0.33 0.38 0.46 0.243
H -0.0004 -1.5416 -0.1008 -0.30 -1.27 -1.78 0.228
H 2.0877 -2.1373 -1.0370 0.26 0.45 0.23 0.243
H 4.9038 0.9819 -2.2436 -0.68 -0.29 -0.08 0.272
H 0.6630 1.8072 -1.9661 0.25 0.04 0.41 0.246
H -0.9076 2.1298 -0.9999 -0.42 -0.02 0.35 0.233
C -1.1483 -0.3025 1.9950 -0.10 1.44 0.15 -0.440
C -1.0671 -0.7393 3.4782 -0.38 -0.06 -0.40 -0.506
C 0.2766 -0.6887 4.0807 -0.41 0.36 -1.58 0.195
C 1.4045 -0.6222 3.2963 0.59 0.14 -0.23 -0.373
C 1.3708 -0.5488 1.8966 -1.60 1.86 -0.77 0.231
C 0.1111 -0.1567 1.1371 1.91 1.54 1.78 -0.306
H -2.0377 -0.7150 1.5130 0.44 -0.14 -0.15 0.264
H -1.2421 0.7786 1.9784 -1.68 0.06 0.96 0.243
H -1.7554 -0.0736 4.0308 0.35 -0.33 0.12 0.279
H -1.4956 -1.7476 3.6435 0.27 0.23 -0.02 0.282
H 0.3642 -0.6647 5.1435 0.12 -0.14 0.65 0.238
H 2.3747 -0.5327 3.7756 -0.04 -0.42 -0.06 0.263
H 2.2916 -0.5686 1.3035 -0.13 -0.18 0.35 0.250
H 0.1486 0.9204 0.7487 1.07 -0.05 2.35 0.320
```
Positions in Å, forces in eV/Å.

lowest unoccupied orbital energy = -0.2433 Ha
total charge = +1
E_HOMO = -12.34 eV
energy relative to the best compared isomer or geometry (same formula, charge and spin) = 40.6 kcal/mol


Entry 2:
A molecular structure, C19H15N4O6S3SbSe4Tc. Source: the Open Molecules 2025 dataset; level of theory: the ωB97M-V functional and the def2-TZVPD basis.

The geometry in XYZ format:
```
53
Properties=species:S:1:pos:R:3:forces:R:3:nbo_charge:R:1
Tc -0.0051 -0.3499 0.8425 0.03 -0.08 0.05 0.910
N 0.6910 3.8226 0.3715 -0.01 0.03 -0.02 -0.755
C 0.2662 2.5646 0.2290 0.05 0.00 -0.02 0.306
S -0.3604 1.7293 1.6592 -0.09 -0.02 -0.08 0.187
N 0.3221 1.9802 -0.9303 0.01 0.02 0.10 -0.370
N -0.0842 0.6804 -0.8592 -0.05 0.01 0.16 -0.220
C -0.3960 0.0499 -1.9658 -0.12 -0.08 -0.19 0.378
C -0.2473 0.6315 -3.3115 -0.02 -0.01 0.05 -0.180
C 0.5188 -0.0483 -4.2559 0.03 0.00 -0.04 -0.130
C 0.6842 0.4847 -5.5257 0.01 -0.02 0.01 -0.224
C 0.0763 1.6859 -5.8567 0.00 0.00 -0.01 -0.170
C -0.6863 2.3654 -4.9146 -0.02 0.00 0.02 -0.204
C -0.8435 1.8477 -3.6412 0.04 0.05 -0.03 -0.159
C -0.8225 -1.3323 -1.7495 0.06 0.03 -0.02 0.127
C -1.2498 -2.2033 -2.7411 -0.03 -0.11 -0.04 -0.202
C -1.6772 -3.4659 -2.3748 0.00 0.02 -0.07 -0.127
C -1.6792 -3.8372 -1.0341 0.01 0.01 0.05 -0.207
C -1.2497 -2.9336 -0.0873 -0.01 -0.03 -0.02 0.056
N -0.8313 -1.7099 -0.4528 -0.15 0.12 0.05 -0.427
H 0.5016 4.3290 1.2178 -0.01 0.01 0.01 0.417
H 0.9123 4.3484 -0.4591 0.01 0.00 0.01 0.423
H 1.0058 -0.9807 -3.9944 0.01 0.03 -0.01 0.211
H 1.2896 -0.0387 -6.2532 0.00 0.00 0.00 0.230
H 0.1991 2.0967 -6.8500 0.00 0.00 0.00 0.230
H -1.1565 3.3058 -5.1703 0.00 -0.01 0.00 0.230
H -1.4190 2.3878 -2.9000 -0.02 -0.01 0.00 0.236
H -1.2602 -1.8769 -3.7709 -0.02 -0.02 0.02 0.258
H -2.0141 -4.1621 -3.1309 0.00 0.01 0.00 0.245
H -2.0056 -4.8184 -0.7218 0.00 0.00 0.00 0.252
H -1.2107 -3.1580 0.9723 0.00 0.00 -0.01 0.264
O -1.4199 -1.2036 4.8263 -0.02 0.01 0.06 -0.918
S -0.5722 -1.5868 3.7451 -0.04 -0.03 -0.20 2.419
O -0.3369 -2.9761 3.5031 0.06 0.05 -0.03 -0.924
O -1.1363 -0.9046 2.4786 0.05 0.04 -0.07 -0.972
C 1.0368 -0.7943 4.0751 0.04 -0.01 0.01 -0.357
C 1.1020 -0.2217 5.3381 0.00 -0.01 -0.02 -0.168
C 2.2833 0.3173 5.8334 0.03 0.01 0.01 -0.161
C 3.4397 0.2860 5.0791 0.00 0.00 0.01 -0.183
C 3.4059 -0.2692 3.8092 0.00 -0.01 -0.01 -0.181
C 2.2247 -0.7970 3.3097 -0.06 0.01 0.01 -0.282
S 2.3411 -1.2942 1.6233 0.00 -0.03 -0.04 2.368
O 1.0735 -2.0508 1.3423 -0.06 -0.04 0.12 -0.855
O 3.5734 -1.9104 1.3224 0.01 0.03 0.03 -0.838
O 2.0159 -0.0489 0.7872 0.05 0.10 0.10 -0.833
H 0.2091 -0.2227 5.9457 0.01 0.00 0.00 0.269
H 2.2904 0.7488 6.8254 0.00 0.00 -0.01 0.237
H 4.3651 0.6893 5.4662 0.00 0.00 0.00 0.239
H 4.2987 -0.2971 3.1982 0.00 0.00 0.00 0.249
Se -2.7117 4.3594 -0.9759 -0.04 0.00 0.00 -0.602
Sb -4.4796 2.8802 -0.6094 0.04 0.02 0.00 0.863
Se -3.0555 -0.1746 0.5696 -0.01 0.06 0.00 0.416
Se -3.4352 0.4497 -1.5738 0.09 -0.09 0.04 -0.211
Se -3.7806 1.6267 1.7402 0.13 -0.04 0.02 -0.158
```
Positions in Å, forces in eV/Å.

lowest unoccupied orbital energy (spin up / spin down) = -0.2190 / -0.2190 Ha
total charge = +1
E_HOMO (spin up / spin down) = -10.90 / -10.90 eV
energy relative to the best compared isomer or geometry (same formula, charge and spin) = 0.3 kcal/mol


Entry 3:
A molecular structure, C19H16AsBr2ClF6N2O3Pt in a non-equilibrium geometry. Source: the Open Molecules 2025 dataset; level of theory: the ωB97M-V functional and the def2-TZVPD basis.

The geometry in XYZ format:
```
51
Properties=species:S:1:pos:R:3:forces:R:3:mulliken_spin:R:1
Pt -0.6448 -0.2375 -1.0061 -0.18 -1.29 -1.78 0.010
C 0.5056 2.0203 1.2603 -0.07 0.07 -0.01 0.002
C 1.2141 0.7230 1.4242 0.19 0.01 0.11 0.001
C 2.1024 0.5205 2.4925 -0.02 -0.23 -0.10 -0.012
C 2.7128 -0.6960 2.6532 -0.10 0.10 -0.13 0.035
C 2.4483 -1.7346 1.7424 -0.36 0.44 -0.35 0.004
C 2.9742 -3.0549 1.8560 0.18 -0.14 0.12 0.245
Br 4.1615 -3.4749 3.2458 -0.20 0.02 -0.25 0.054
C 2.6154 -4.0473 0.9623 -0.05 -0.10 -0.13 -0.077
C 1.7355 -3.7806 -0.0687 -0.10 -0.30 -0.21 0.161
Br 1.2174 -5.1032 -1.2783 0.16 0.05 0.22 0.050
C 1.1654 -2.4797 -0.2717 0.31 -0.12 0.23 0.141
O 0.4039 -2.2471 -1.2267 -0.21 0.62 -0.19 0.259
C 1.5516 -1.4523 0.6897 0.41 -0.04 0.61 0.101
N 0.9728 -0.2476 0.5595 -0.54 0.10 -0.58 0.018
H 1.1929 2.8553 1.3688 0.04 0.09 0.03 0.001
H -0.2487 2.0988 2.0428 -0.09 0.07 0.06 0.002
H 0.0315 2.0741 0.2795 0.05 0.05 0.05 -0.001
H 2.2717 1.3234 3.1929 0.03 0.05 0.05 0.000
H 3.3827 -0.8691 3.4815 0.03 0.00 0.05 0.007
H 3.0218 -5.0415 1.0628 0.02 -0.06 0.05 0.005
N -2.5022 1.1197 -0.0698 -1.91 -0.44 -0.05 -0.002
C -3.7768 0.6445 -0.3763 1.66 1.31 1.19 0.008
C -3.6755 -0.7597 -1.8308 -1.35 -0.87 -0.39 0.000
O -4.7171 -1.2703 -1.7882 -0.24 -0.20 0.24 0.003
O -2.6024 -0.5783 -2.3050 2.19 0.68 -0.08 0.002
H -2.2250 0.9174 0.8911 0.34 -0.30 0.08 0.000
H -2.3439 2.0839 -0.3395 0.33 -0.16 -0.16 0.000
H -4.4280 1.3077 -0.9297 0.19 -0.04 -0.27 0.000
H -4.2244 -0.0049 0.3610 0.19 -0.22 0.03 0.000
F -1.6682 -1.7851 0.5600 -0.46 -0.40 1.72 -0.002
As -1.9248 -1.9793 2.4468 1.28 1.47 -1.91 0.000
F -0.1805 -2.2471 2.5674 -0.88 0.07 0.01 0.004
F -2.1527 -3.6442 2.1926 -0.25 0.16 0.21 0.000
F -2.1031 -1.9377 4.1313 -0.11 -0.18 -0.14 0.000
F -3.5700 -1.5503 2.1273 0.31 -0.20 0.19 0.000
F -1.5149 -0.1959 2.4095 -0.38 -0.68 0.06 0.001
Cl 1.2308 5.7356 -1.6132 0.04 0.12 0.05 -0.001
C 0.9242 4.0924 -1.9578 -0.28 -0.78 -0.24 -0.007
C -0.3362 3.7039 -2.4410 0.44 0.56 0.41 0.003
C -0.5832 2.3919 -2.7419 0.67 -1.23 -0.10 -0.009
C 0.4303 1.3818 -2.5873 0.64 2.22 -0.56 0.005
C 0.2375 0.0671 -3.0866 -0.75 -0.11 2.01 -0.010
C 1.7066 1.8223 -2.0968 -0.97 -0.62 -0.46 -0.007
C 1.9395 3.1367 -1.7977 -0.22 0.60 0.07 0.004
H -1.0912 4.4574 -2.6048 -0.07 0.07 0.01 0.000
H -1.5318 2.0995 -3.1696 -0.11 -0.01 -0.06 0.000
H 1.0926 -0.5835 -3.2125 0.00 -0.09 0.17 0.002
H -0.6122 -0.1372 -3.7257 -0.05 -0.03 0.03 -0.002
H 2.5009 1.0973 -2.0028 0.12 -0.09 0.00 0.001
H 2.9137 3.4650 -1.4729 0.11 0.00 0.09 0.000
```
Positions in Å, forces in eV/Å.

lowest unoccupied orbital energy (spin up / spin down) = -0.2115 / -0.2115 Ha
total charge = +1
E_HOMO (spin up / spin down) = -11.08 / -11.05 eV
multiplicity = 2


Entry 4:
A molecular structure, C19H16Br25Cl2F2NO5 in a non-equilibrium geometry. Source: the Open Molecules 2025 dataset; level of theory: the ωB97M-V functional and the def2-TZVPD basis.

The geometry in XYZ format:
```
70
Properties=species:S:1:pos:R:3:forces:R:3:nbo_charge:R:1
C 0.4368 0.4471 3.1345 0.07 -0.13 -0.95 -0.654
C 1.2205 0.6646 1.7821 -0.41 0.11 -0.05 0.034
Cl 3.0101 0.4493 1.7901 -1.84 0.15 0.18 0.018
C 0.5789 0.9712 0.6155 1.11 0.02 1.66 -0.142
Cl 1.5530 1.1374 -0.8896 -1.26 -0.53 1.43 0.046
C -0.9860 1.1350 0.5346 -0.71 -0.73 -0.45 0.425
N -1.1857 2.3926 -0.2763 -0.99 0.33 3.02 -0.597
C -2.5707 2.8048 -0.3563 -1.15 0.01 -0.91 0.976
O -3.1210 3.5298 0.3854 0.26 0.42 0.30 -0.476
F -3.2969 2.3436 -1.4318 1.77 -0.41 1.01 -0.317
C -0.4521 3.5726 0.3239 1.80 1.66 -0.17 1.008
O 0.2461 4.2764 -0.3829 -1.56 -0.61 5.91 -0.497
F -0.5184 3.8881 1.6337 -0.60 -1.38 -1.26 -0.281
C -1.5991 -0.2245 -0.0327 1.32 -0.02 -0.67 -0.439
C -2.7120 -0.7876 0.9506 0.43 1.70 -1.31 -0.343
C -2.4490 -2.2016 1.5766 -0.19 -0.64 -0.09 -0.508
C -3.0140 -2.3862 3.0240 0.78 0.57 0.47 0.549
O -2.3255 -2.1258 3.9797 -0.05 -2.21 -3.26 -0.559
Br -4.8350 -2.9965 3.4081 0.97 0.25 -0.77 0.033
C -2.7784 0.4248 1.9844 0.21 -1.16 -1.77 0.812
O -3.5857 0.5854 2.8274 0.08 0.24 0.26 -0.493
O -1.7922 1.3593 1.6884 0.53 -0.24 1.10 -0.534
H -0.0170 1.4137 3.4868 0.46 -1.06 -0.32 0.261
H 1.0537 -0.0066 3.9321 -0.10 0.42 -0.62 0.254
H -0.3768 -0.2974 2.9018 0.72 0.82 0.50 0.215
H -1.9221 0.0322 -1.0798 0.06 -0.85 0.97 0.260
H -0.7038 -0.9021 -0.0419 -1.02 0.38 -0.46 0.241
H -3.6077 -0.7868 0.2680 0.32 -0.04 1.46 0.267
H -2.8637 -3.0399 0.9505 0.29 1.07 0.37 0.257
H -1.3423 -2.3763 1.6501 -0.97 0.21 0.18 0.247
C -2.7440 0.5779 7.0206 -0.37 -0.03 -0.10 -0.519
Br -3.2766 2.3466 6.4350 0.10 -0.16 0.07 0.060
Br -2.7415 -0.7010 5.5569 -0.03 2.05 2.84 0.158
Br -1.0416 0.6111 7.9424 -0.16 0.01 -0.15 0.057
H -3.4868 0.2456 7.7393 0.14 0.14 -0.03 0.219
C 6.4400 -1.9892 -0.0794 0.11 0.05 -0.06 -0.492
Br 5.1131 -1.4069 -1.3567 0.06 -0.04 0.13 0.093
Br 6.7624 -0.6497 1.2769 -0.10 -0.20 -0.16 0.099
Br 5.9955 -3.7049 0.6953 0.00 0.24 -0.05 0.076
H 7.3683 -2.1184 -0.6256 -0.13 0.00 0.10 0.227
C 0.2722 3.3392 -4.1155 -0.47 -0.15 0.09 -0.523
Br -0.2285 3.4044 -2.2354 0.63 -0.49 -8.35 0.168
Br 0.5540 1.5070 -4.6971 -0.15 0.30 0.08 0.043
Br -0.9848 4.2734 -5.2612 0.14 -0.14 0.04 0.051
H 1.2232 3.8566 -4.2040 -0.11 -0.12 -0.08 0.212
C 0.9661 7.9658 -1.5936 0.09 -0.06 -0.01 -0.493
Br 0.5745 6.6213 -2.9264 0.03 0.59 0.14 0.093
Br 2.2960 9.2282 -2.2118 -0.18 -0.13 0.07 0.083
Br -0.6385 8.8547 -0.9815 0.20 -0.12 -0.11 0.087
H 1.3903 7.4510 -0.7378 -0.07 0.08 -0.12 0.225
C -9.0126 -2.5228 3.5202 -0.06 0.07 -0.01 -0.494
Br -7.9541 -3.9556 4.2846 -0.27 0.15 -0.10 0.090
Br -7.9161 -1.1986 2.6370 -0.21 -0.16 0.11 0.099
Br -10.3955 -3.2024 2.3527 0.22 0.06 0.14 0.095
H -9.5097 -2.0228 4.3446 0.09 -0.09 -0.11 0.227
C 1.1369 -1.5806 -7.4637 0.02 0.02 -0.08 -0.495
Br -0.2153 -2.5824 -8.4173 0.14 0.14 0.15 0.089
Br 1.1916 0.2642 -8.0339 -0.05 -0.33 -0.03 0.104
Br 0.9316 -1.7539 -5.5430 -0.34 -0.31 -0.37 0.084
H 2.0960 -2.0182 -7.7185 -0.13 0.07 0.09 0.226
C 5.2422 -0.7059 -5.6821 0.01 0.11 0.21 -0.499
Br 4.8512 -2.0702 -6.9990 0.06 0.15 0.11 0.071
Br 6.6057 0.5175 -6.3015 -0.19 -0.17 0.03 0.091
Br 3.6455 0.2251 -5.1122 0.68 0.07 -0.07 0.103
H 5.6435 -1.2134 -4.8106 -0.04 0.04 -0.15 0.225
C 5.9236 -7.7597 1.0279 0.01 0.02 0.00 -0.494
Br 7.3725 -7.9634 -0.2358 -0.20 0.01 0.17 0.093
Br 4.2972 -8.5925 0.3950 0.23 0.09 0.08 0.091
Br 6.4140 -8.3876 2.7896 -0.06 0.06 -0.25 0.094
H 5.7237 -6.6971 1.1135 0.02 -0.16 -0.02 0.217
```
Positions in Å, forces in eV/Å.

lowest unoccupied orbital energy = -0.0247 Ha
total charge = 0
E_HOMO = -8.92 eV


Entry 5:
A single C19H16ClNO3S molecule. Source: the Open Molecules 2025 dataset; level of theory: the ωB97M-V functional and the def2-TZVPD basis.

The geometry in XYZ format:
```
41
Properties=species:S:1:pos:R:3:forces:R:3:nbo_charge:R:1
C 1.4221 -1.1685 -6.4267 0.05 -0.04 0.14 -0.715
C 1.4430 -1.1636 -4.9200 0.02 0.12 -0.27 0.799
O 1.4855 -0.1749 -4.2354 0.05 0.08 0.09 -0.609
O 1.3913 -2.4089 -4.4391 -0.14 -0.32 -0.31 -0.507
C 1.4337 -2.5695 -3.0198 0.20 0.23 0.52 -0.107
C 0.1415 -2.0948 -2.3697 0.10 -0.08 0.22 -0.549
H 0.0124 -1.0229 -2.5090 -0.07 -0.08 -0.07 0.244
H -0.7139 -2.6271 -2.7888 -0.02 0.06 -0.05 0.224
S 0.0916 -2.4341 -0.5751 0.19 0.06 -0.09 0.254
C 0.6008 -0.8634 0.0823 -0.61 -0.49 -0.07 -0.261
C -0.2425 -0.1432 0.8701 0.36 -0.30 -0.39 0.032
C 0.1923 1.1082 1.4339 0.41 0.37 0.10 -0.044
C -0.6409 1.9136 2.2196 0.18 0.17 0.02 -0.208
C -0.1713 3.1077 2.7180 0.05 -0.18 -0.12 -0.055
C 1.1280 3.5394 2.4525 -0.07 -0.15 -0.06 -0.195
C 1.9550 2.7640 1.6734 -0.05 -0.04 -0.02 -0.233
C 1.5002 1.5495 1.1532 -0.56 0.11 0.32 0.179
N 2.3080 0.7716 0.3746 0.41 0.05 -0.14 -0.555
C 1.9749 -0.4478 -0.1770 0.30 0.33 0.20 0.631
O 2.8082 -1.0817 -0.7934 0.10 -0.04 -0.04 -0.615
H 3.2587 1.0783 0.2021 -0.16 -0.13 -0.03 0.418
H 2.9608 3.0908 1.4559 0.11 0.05 -0.02 0.219
H 1.4741 4.4778 2.8552 0.03 0.09 0.04 0.233
Cl -1.2061 4.0946 3.6887 -0.14 0.14 0.14 0.007
H -1.6497 1.5942 2.4271 -0.08 0.02 0.04 0.244
C -1.6113 -0.6208 1.1529 -0.28 -0.03 0.09 -0.082
C -2.5661 -0.6521 0.1432 0.00 0.11 0.09 -0.133
C -3.8477 -1.0953 0.4123 -0.04 0.03 -0.07 -0.221
C -4.1854 -1.5155 1.6879 -0.05 -0.04 0.05 -0.210
C -3.2373 -1.4879 2.6964 -0.09 -0.05 0.08 -0.193
C -1.9559 -1.0383 2.4335 0.10 0.03 -0.15 -0.212
H -1.2119 -1.0206 3.2165 0.07 0.01 0.10 0.219
H -3.4956 -1.8167 3.6921 -0.02 -0.03 0.08 0.215
H -5.1858 -1.8647 1.8953 -0.08 -0.03 0.02 0.216
H -4.5850 -1.1135 -0.3765 -0.06 0.00 -0.06 0.216
H -2.3013 -0.3211 -0.8500 0.04 0.01 -0.10 0.211
H 2.2805 -2.0124 -2.6090 -0.21 -0.22 -0.12 0.242
H 1.5774 -3.6385 -2.8547 0.00 0.12 -0.03 0.195
H 0.4321 -0.8673 -6.7638 -0.06 0.01 -0.02 0.238
H 1.6452 -2.1616 -6.8022 -0.01 -0.01 -0.10 0.231
H 2.1415 -0.4449 -6.8000 0.01 0.04 0.01 0.238
```
Positions in Å, forces in eV/Å.

lowest unoccupied orbital energy = -0.0064 Ha
total charge = 0
E_HOMO = -8.32 eV


> total charge of number 4 (C19H16Br25Cl2F2NO5)?

0